Below is 2 unconnected molecules or ions with the total composition C3H2F3O3S, with properties calculated with wB97M-V/def2-TZVPD.

Structure (XYZ):
```
12
Properties=species:S:1:pos:R:3:forces:R:3:lowdin_charge:R:1
O -2.2922 3.1870 1.2102 -0.3 1.6 -0.1 -0.36
F 2.4514 -2.7007 -0.4464 0.1 -0.7 0.0 0.09
O -2.7459 1.2665 -0.1744 0.5 -0.5 0.1 -0.39
O -2.1541 1.0205 2.2278 -0.5 -0.7 0.0 -0.39
C 0.9914 -1.1754 -1.2791 -0.6 -0.5 -0.6 0.24
F 0.2811 2.7258 1.4338 1.0 -0.7 0.0 -0.05
C -0.2560 1.6597 0.8171 -1.7 0.2 -0.7 -0.19
S -2.0602 1.7956 0.9937 0.6 -0.8 0.2 0.32
C 1.5137 -2.3548 -1.3138 1.0 -1.2 -0.5 -0.44
F 1.3605 -3.3675 -2.2525 0.0 1.6 1.4 0.05
H 0.1947 -0.7855 -1.8469 -0.7 0.9 -0.2 0.05
H 0.1446 0.6411 0.9241 0.4 0.7 0.4 0.06
```
Positions in Å, forces in eV/Å.

net charge = -1
LUMO level (alpha / beta) = 3.0 / 0.7 eV
energy above the lowest of the compared OMol25 structures with the same formula, charge and spin = 125.5 kcal/mol
HOMO energy (alpha / beta) = -5.11 / -4.40 eV